Record 1
{
  "formula": "CN3O2S2",
  "method": "ωB97M-V/def2-TZVPD",
  "molar_mass_da": 150.16,
  "lumo_energy_ev": [2.1, 2.1],
  "orbital_gap_ha": [0.19125, 0.19238],
  "charge": -1,
  "largest_force_ha_per_bohr": 0.070,
  "e_above_lowest_kj_mol": 512.4,
  "symbols": ["C", "N", "N", "N", "O", "O", "S", "S"],
  "xyz": [[-1.577626, -0.232051, -0.556670], [-2.424118, -0.020636, -1.303271], [-0.859964, -0.673315, 0.337148], [-0.092749, -1.057371, 1.127700], [2.660533, 0.856528, 1.565283], [1.562440, 1.510356, -0.509861], [3.306663, -0.779933, -0.766855], [2.165010, 0.490439, 0.284790]],
  "forces_ev_per_a": [[0.1, 0.1, -0.1], [-2.3, 1.1, -2.5], [0.3, -0.9, 1.5], [2.8, 0.6, 0.5], [0.6, 0.4, 1.6], [-1.1, 0.8, -0.7], [-0.7, 0.5, 0.6], [0.3, -2.6, -0.8]]
}



Record 2
{
  "formula": "C7H8NO2S2",
  "method": "ωB97M-V/def2-TZVPD",
  "molar_mass_da": 202.28,
  "lumo_energy_ev": 3.4,
  "orbital_gap_ha": 0.27894,
  "charge": -1,
  "smiles": "CN(c1ccccc1)S(=O)(=O)[S-]",
  "largest_force_ha_per_bohr": 0.066,
  "e_above_lowest_kj_mol": 117.7,
  "symbols": ["C", "C", "C", "C", "C", "C", "C", "N", "O", "O", "S", "S", "H", "H", "H", "H", "H", "H", "H", "H"],
  "xyz": [[-2.226791, -1.529655, -0.608191], [-2.088633, -0.240947, -1.074039], [-1.333739, -1.996810, 0.326460], [-1.115106, 0.592376, -0.561163], [-0.363923, -1.189232, 0.879387], [-0.242126, 0.162972, 0.413448], [1.056861, 2.223323, 0.679890], [0.828613, 0.830368, 0.969701], [1.588083, 0.011362, -1.534968], [2.134123, -1.601296, 0.244047], [3.929106, 0.538681, -0.049387], [2.214120, -0.244158, -0.278087], [-2.741184, -2.408010, -0.885296], [-2.677956, 0.194206, -1.892076], [-1.442663, -3.090328, 0.625331], [-1.042426, 1.652856, -0.985437], [0.260975, -1.374851, 1.832876], [1.481812, 2.238422, -0.336408], [0.034126, 2.769334, 0.826705], [1.746723, 2.461381, 1.407200]],
  "forces_ev_per_a": [[1.1, -0.5, 0.1], [-0.9, 0.4, -1.0], [1.0, -1.4, 1.8], [0.0, 2.2, -0.8], [0.2, 1.2, 1.9], [-0.3, -1.4, 1.1], [-2.9, -1.0, -1.4], [1.3, -2.0, -0.8], [-0.4, 0.2, -1.3], [0.0, 0.7, -0.4], [1.0, 0.8, 0.3], [-0.7, -0.6, 2.1], [-1.8, 0.1, -1.5], [-0.1, -0.5, 0.4], [0.3, 1.6, -0.1], [0.0, -1.7, 0.7], [-1.0, -0.3, -2.0], [-0.3, 1.1, 0.1], [1.9, -0.5, -0.5], [1.6, 1.5, 1.3]]
}



Record 3
{
  "formula": "C6H7N4",
  "method": "ωB97M-V/def2-TZVPD",
  "molar_mass_da": 135.15,
  "lumo_energy_ev": -4.2,
  "orbital_gap_ha": 0.36918,
  "charge": 1,
  "largest_force_ha_per_bohr": 0.060,
  "e_above_lowest_kj_mol": 713.5,
  "symbols": ["C", "C", "C", "C", "C", "C", "N", "N", "N", "N", "H", "H", "H", "H", "H", "H", "H"],
  "xyz": [[-0.046947, -0.991784, 1.975074], [-0.007343, 2.585529, 1.131448], [-0.102980, -1.353359, -2.533715], [-0.594118, -1.134904, 0.681996], [0.595852, 1.448384, 0.489302], [0.469321, -0.515037, -1.446395], [-1.242796, -0.695117, 1.952248], [0.574526, 1.743732, 1.898818], [0.034243, -0.143959, -2.789789], [-0.333199, -0.108150, -0.326409], [0.855287, -0.662849, 2.451299], [-0.693268, 3.381585, 0.884102], [-0.483871, -2.325599, -2.704742], [-0.721578, -2.192260, 0.334809], [1.438044, 1.270330, -0.066648], [1.472370, -0.588936, -1.208372], [-1.213542, 0.282394, -0.723025]],
  "forces_ev_per_a": [[2.0, 1.3, 0.3], [0.1, -2.5, -1.8], [0.6, 1.0, 2.4], [-0.1, -2.2, -0.6], [-2.2, 0.4, 1.2], [-1.2, -1.7, -0.7], [-1.5, 0.1, -0.1], [-0.5, 0.4, -0.5], [-0.4, 0.7, -1.2], [-1.0, 2.5, 0.9], [0.2, -0.7, 0.9], [0.2, 0.5, 0.8], [-0.3, -0.6, -0.9], [-0.3, 1.3, -0.3], [1.9, -0.2, -1.3], [2.0, 0.1, 0.3], [0.5, -0.3, 0.6]]
}